DFT (ωB97M-V with the def2-TZVPD basis set) results for a molecular structure, C22H37Br3CaCl4F2ILiMgN2NbO13PS in a non-equilibrium geometry.

Calculated values
multiplicity: 1
orbital gap: 1.29 eV
HOMO level: -5.72 eV

Each line ends with the Mulliken charge.
CARTESIAN COORDINATES (ANGSTROEM)
C1 1.362 -0.556 2.116  -0.3780
C2 2.286 0.275 1.638  0.6735
Nb1 2.388 2.446 2.176  -0.1302
F1 3.403 2.143 3.855  -0.7068
O1 2.135 4.386 2.645  -0.6507
C3 1.112 4.635 3.584  -0.9284
C4 -0.214 4.848 2.839  0.0312
N1 -1.390 4.248 3.473  -0.3001
C5 -1.860 3.019 2.866  -0.6794
C6 -2.887 3.253 1.791  0.4478
C7 -2.227 3.782 0.420  -2.6053
O2 -3.489 2.040 1.413  -0.3893
P1 4.629 2.827 0.949  0.3127
O3 5.300 4.188 1.602  -0.5007
I1 4.421 3.318 -1.413  -0.1113
H1 1.209 -0.756 3.161  0.3241
H2 0.690 -1.121 1.454  -0.3103
H3 2.969 -0.118 0.891  -0.0205
H4 1.449 2.701 0.661  0.2696
H5 0.809 2.159 3.045  0.0366
H6 1.369 5.560 4.094  0.3554
H7 1.049 3.873 4.350  0.4267
H8 -0.367 5.919 2.783  0.2437
H9 -0.078 4.510 1.825  0.0399
H10 -1.248 4.157 4.463  0.2931
H11 -1.083 2.374 2.467  0.1736
H12 -2.382 2.443 3.616  0.4499
H13 -3.742 3.879 2.186  0.3827
H14 -2.211 4.896 0.304  0.4436
H15 -2.727 3.267 -0.422  1.2435
H16 -1.223 3.387 0.404  0.3181
H17 -2.847 1.502 0.872  0.4024
H18 5.266 4.101 2.558  0.3134
C8 5.645 -2.523 -0.112  -0.1831
Br1 4.109 -3.664 -0.036  -0.0342
Br2 5.232 -0.794 -0.799  0.0238
Br3 6.578 -2.382 1.593  -0.3183
H19 6.346 -2.993 -0.797  0.4237
Mg1 1.176 -2.659 0.256  0.6576
C9 5.083 -5.569 -4.172  0.2122
Cl1 5.248 -7.248 -3.639  -0.1195
Cl2 3.554 -5.390 -5.058  -0.1224
Cl3 5.079 -4.531 -2.746  -0.0077
Cl4 6.446 -5.104 -5.119  -0.0408
O4 -2.865 1.190 -2.829  -0.9178
S1 -1.620 0.828 -2.065  1.1502
O5 -0.609 1.888 -2.216  -0.7210
O6 -1.100 -0.467 -2.555  -0.7216
O7 -1.965 0.711 -0.607  -0.7702
C10 -6.809 -1.004 0.091  -0.7043
C11 -5.471 -0.822 -0.510  0.5848
O8 -4.400 -0.845 -0.033  -0.3619
N2 -5.366 -0.509 -2.019  0.1090
C12 -5.099 -1.747 -2.826  -0.7546
H20 -6.690 -1.118 1.163  0.3361
H21 -7.440 -0.137 -0.119  0.3855
H22 -7.278 -1.903 -0.328  -0.0397
H23 -6.203 -0.043 -2.364  0.4292
H24 -4.514 0.097 -2.095  0.1219
H25 -5.040 -1.454 -3.869  0.3882
H26 -5.931 -2.425 -2.669  0.2754
H27 -4.156 -2.177 -2.506  0.3339
Ca1 -4.313 4.872 0.572  1.5029
C13 7.935 0.899 1.038  0.4197
C14 8.334 1.984 0.043  -0.3667
C15 9.796 2.210 0.412  -0.5601
O9 10.294 0.948 0.895  -0.4655
C16 9.208 0.067 1.110  0.0277
H28 7.074 0.313 0.735  -0.4865
H29 7.720 1.344 2.012  0.2834
H30 8.257 1.603 -0.977  0.2442
H31 7.730 2.886 0.113  0.3057
H32 9.895 2.947 1.214  0.2868
H33 10.403 2.534 -0.432  0.2998
H34 9.222 -0.702 0.318  0.1093
H35 9.336 -0.428 2.086  0.0835
C17 -9.079 -5.515 -1.105  -0.5651
C18 -9.982 -6.144 -2.040  0.2473
C19 -10.177 -5.395 -3.362  0.3729
O10 -10.851 -5.845 -4.262  -0.5669
C20 -9.528 -4.109 -3.497  -0.5789
C21 -8.654 -3.498 -2.561  0.5478
C22 -8.378 -4.291 -1.296  0.7444
O11 -7.577 -3.885 -0.456  -0.6909
O12 -8.110 -2.401 -2.700  -0.6618
O13 -10.562 -7.187 -1.844  -0.5542
H36 -8.887 -5.999 -0.154  0.4486
H37 -9.751 -3.592 -4.423  0.4402
Li1 9.122 -3.251 1.667  0.9277
F2 7.712 -5.156 -2.789  -0.8803

Atomic forces in eV per Å
C 0.10 -0.31 -0.09
C 1.01 -0.13 1.05
Nb 1.92 1.50 2.09
F -0.31 -0.01 -0.66
O -0.14 -2.30 -0.03
C 0.20 1.13 -0.24
C 0.04 0.36 0.79
N -0.20 0.19 -0.86
C -0.43 0.52 1.00
C 0.76 -1.39 -1.82
C -0.74 0.32 0.96
O -0.52 0.41 0.32
P -0.38 -0.50 -0.65
O 0.21 0.28 -0.30
I 0.13 0.06 0.10
H -1.06 0.78 0.37
H -0.06 -0.68 -0.15
H -0.77 0.61 -1.52
H -0.17 -0.37 -0.02
H -0.39 -0.01 -0.72
H 0.07 0.27 0.22
H -0.16 -0.37 0.12
H -0.11 0.38 -0.12
H -0.01 -0.40 -0.26
H 0.00 -0.17 0.21
H 0.28 -0.06 -0.25
H -0.13 -0.25 0.30
H 0.67 -0.32 0.91
H 0.95 -0.33 -0.08
H 0.07 0.14 -0.24
H 0.47 0.05 -0.34
H -0.04 -0.26 -0.72
H -0.04 0.14 0.36
C 0.34 0.09 -0.86
Br -0.21 0.09 0.84
Br -0.17 0.00 -0.05
Br 0.08 -0.17 0.52
H 0.01 -0.18 -0.06
Mg -0.08 0.12 -0.37
C 0.57 -0.02 0.33
Cl -0.10 -0.10 -0.03
Cl 0.03 0.06 0.02
Cl -0.78 0.00 -0.17
Cl 0.02 -0.03 -1.04
O -0.83 -0.27 0.62
S 1.06 0.24 -0.32
O -0.48 0.14 0.09
O -0.37 -0.04 0.41
O -0.61 0.28 0.97
C -0.14 0.15 -0.15
C 0.28 0.41 -1.03
O 0.59 -0.47 1.32
N -0.14 -0.20 0.27
C -0.16 -0.07 0.02
H 0.06 -0.03 0.05
H -0.03 -0.06 -0.09
H 0.02 0.07 -0.05
H 0.08 -0.03 -0.16
H 0.16 0.34 -0.38
H 0.08 0.02 -0.03
H 0.01 -0.04 -0.03
H 0.09 0.17 0.07
Ca -0.73 -0.16 -0.94
C 0.03 0.02 0.16
C 0.15 -0.17 -0.07
C -0.11 0.11 0.08
O 0.03 -0.01 0.00
C 0.05 -0.04 -0.10
H 0.02 0.19 0.01
H -0.01 -0.02 0.01
H -0.02 0.01 -0.01
H -0.02 0.01 0.06
H -0.01 0.01 -0.01
H 0.07 -0.08 0.00
H -0.09 -0.04 -0.03
H 0.02 0.07 0.03
C -0.06 -0.13 0.14
C 0.16 0.53 -0.34
C 0.32 0.36 0.09
O -0.26 -0.31 -0.07
C -0.01 0.17 -0.08
C -0.07 -0.31 0.24
C -0.12 -0.37 -0.04
O 0.12 0.27 -0.03
O -0.03 0.27 -0.14
O -0.11 -0.39 0.28
H -0.09 -0.16 -0.07
H 0.11 0.09 0.03
Li -0.33 0.14 -0.47
F 0.37 0.20 0.84

DFT (ωB97M-V with the def2-TZVPD basis set) results for a molecular structure, C34H31MnN9O11.

Calculated values
multiplicity: 6
orbital gap (alpha / beta): 8.23 / 8.28 eV
HOMO level (alpha / beta): -8.61 / -8.67 eV

Each line ends with the Mulliken charge.
CARTESIAN COORDINATES (ANGSTROEM)
Mn1 -0.590 -0.014 -0.048  2.8588
O1 1.428 0.290 -3.614  -0.5096
C1 0.479 -0.224 -2.849  0.5821
O2 -0.421 0.445 -2.378  -0.4611
C2 0.556 -1.739 -2.730  -0.6877
O3 0.458 -2.179 -1.398  -0.3116
C3 1.720 -2.328 -0.753  -0.5266
C4 2.334 -0.968 -0.346  0.3989
O4 3.455 -0.967 0.142  -0.7735
O5 1.557 0.025 -0.547  -0.6642
H1 1.349 1.253 -3.617  0.3838
H2 -0.309 -2.141 -3.261  0.3602
H3 1.476 -2.093 -3.199  0.3427
H4 1.534 -2.911 0.149  0.2286
H5 2.425 -2.878 -1.381  0.4212
C5 2.564 -0.294 5.079  -1.5038
N1 1.788 -0.603 3.891  0.9497
C6 1.398 0.213 2.901  -0.6474
N2 0.633 -0.439 2.056  0.1448
C7 0.597 -1.694 2.582  -0.9474
N3 1.285 -1.831 3.689  -1.0848
C8 1.696 0.259 6.191  1.0952
C9 1.474 -0.436 7.372  -0.7259
C10 0.650 0.099 8.356  -0.6460
C11 0.018 1.315 8.167  -0.9588
C12 0.223 2.009 6.977  -0.0626
C13 1.074 1.483 6.010  0.0611
C14 -0.467 3.255 6.681  0.6779
N4 -1.352 3.911 7.360  -0.5169
N5 -1.740 4.979 6.589  -0.5022
C15 -1.067 4.912 5.487  0.6284
O6 -0.233 3.846 5.485  -0.2325
C16 -1.120 5.744 4.295  -0.0280
C17 -2.009 6.811 4.184  -0.9701
C18 -2.059 7.525 2.999  -0.6460
C19 -1.234 7.193 1.931  -0.7433
C20 -0.328 6.147 2.047  1.0753
C21 0.599 5.758 0.916  -1.4936
N6 0.209 4.511 0.278  1.0955
C22 0.341 3.252 0.723  -0.1940
N7 -0.188 2.414 -0.139  0.1975
C23 -0.635 3.228 -1.129  -0.8909
N8 -0.420 4.504 -0.909  -1.0688
C24 -0.278 5.432 3.233  0.0476
H6 3.326 0.434 4.801  0.3586
H7 3.052 -1.214 5.391  0.4274
H8 1.701 1.242 2.817  0.6713
H9 0.047 -2.507 2.142  0.7192
H10 1.940 -1.402 7.524  0.4098
H11 0.489 -0.452 9.273  0.4038
H12 -0.639 1.734 8.917  0.5339
H13 1.235 2.037 5.095  0.4558
H14 -2.644 7.057 5.024  0.5312
H15 -2.756 8.347 2.900  0.4050
H16 -1.296 7.749 1.004  0.4213
H17 1.615 5.645 1.296  0.3527
H18 0.603 6.519 0.141  0.4411
H19 0.814 2.984 1.651  0.2012
H20 -1.120 2.869 -2.020  0.6481
H21 0.422 4.615 3.343  0.4763
O7 -2.252 -1.657 -0.582  -0.8747
C25 -2.428 -1.844 0.647  0.5394
O8 -1.920 -1.100 1.523  -0.8877
C26 -3.250 -3.019 1.105  0.2920
C27 -4.035 -3.725 0.201  -0.3057
C28 -4.796 -4.796 0.630  -0.5617
C29 -4.749 -5.161 1.968  -0.0020
C30 -3.959 -4.476 2.881  -0.5309
C31 -3.215 -3.396 2.445  -0.3815
N9 -5.544 -6.298 2.425  0.9957
O9 -6.273 -6.846 1.618  -0.6119
O10 -5.451 -6.627 3.592  -0.6125
H22 -4.029 -3.425 -0.838  0.4841
H23 -5.422 -5.357 -0.048  0.4807
H24 -3.947 -4.795 3.913  0.4778
H25 -2.603 -2.824 3.127  0.5330
C32 -3.660 0.792 -1.959  -0.7928
C33 -3.561 1.388 -0.587  0.8959
C34 -4.709 2.231 -0.108  -1.5521
O11 -2.583 1.230 0.123  -0.6048
H26 -4.610 1.006 -2.444  0.4298
H27 -3.496 -0.283 -1.870  0.1601
H28 -2.835 1.170 -2.566  0.0917
H29 -5.643 1.670 -0.158  0.4264
H30 -4.805 3.097 -0.768  0.3695
H31 -4.534 2.570 0.911  0.3337

Atomic forces in eV per Å
Mn 0.13 0.05 0.26
O 0.16 -0.16 -0.16
C -0.15 0.00 0.13
O -0.13 0.01 0.02
C 0.05 -0.03 0.20
O 0.00 -0.11 -0.06
C 0.16 0.32 0.08
C -0.15 -0.29 0.07
O -0.01 0.02 -0.02
O -0.16 0.23 -0.06
H -0.11 0.10 0.05
H 0.00 0.03 -0.07
H -0.01 -0.02 -0.03
H 0.03 -0.01 -0.01
H -0.02 -0.02 -0.02
C -0.14 0.09 0.21
N 0.17 0.27 -0.20
C 0.05 -0.13 -0.02
N -0.12 -0.05 -0.02
C 0.00 0.07 0.08
N -0.10 -0.19 0.09
C 0.01 -0.05 -0.02
C 0.04 0.00 -0.04
C -0.01 -0.02 0.05
C -0.05 0.09 -0.03
C 0.24 -0.19 -0.20
C -0.07 0.04 0.08
C -0.43 0.50 0.16
N 0.27 -0.51 0.21
N -0.03 0.41 -0.45
C -0.19 -0.18 0.63
O 0.16 -0.11 -0.27
C 0.15 -0.01 -0.27
C 0.04 -0.10 0.05
C -0.06 0.06 0.01
C 0.04 -0.04 -0.02
C 0.03 0.00 -0.05
C -0.11 0.11 0.21
N 0.15 -0.18 0.13
C -0.04 0.08 -0.08
N 0.09 -0.27 -0.05
C -0.04 0.02 0.12
N -0.07 0.08 -0.17
C -0.05 0.04 0.08
H 0.04 -0.04 -0.03
H 0.04 -0.02 -0.06
H 0.09 -0.02 0.04
H -0.01 0.01 0.02
H 0.00 0.00 0.00
H -0.01 0.01 0.00
H 0.00 -0.03 0.01
H -0.01 0.00 -0.03
H -0.04 0.01 -0.03
H 0.01 0.00 0.01
H 0.01 0.01 0.01
H 0.02 -0.02 -0.05
H 0.02 -0.04 -0.06
H 0.02 0.06 0.00
H 0.01 -0.03 0.01
H 0.02 0.00 0.00
O 0.10 0.10 -0.14
C 0.03 0.13 0.00
O 0.11 -0.09 -0.18
C -0.07 0.01 0.06
C 0.10 0.06 0.02
C -0.15 -0.20 0.08
C 0.41 0.49 -0.23
C -0.16 -0.22 0.09
C -0.03 0.08 -0.16
N -0.38 -0.31 0.20
O 0.13 0.07 0.00
O 0.08 0.06 -0.10
H -0.01 -0.01 0.00
H 0.00 0.00 -0.01
H 0.01 0.00 0.01
H -0.01 -0.01 0.03
C 0.16 -0.10 -0.02
C -0.10 0.13 0.17
C 0.10 0.04 0.13
O -0.12 -0.06 -0.28
H -0.01 0.02 0.03
H -0.03 -0.01 -0.01
H -0.03 0.01 -0.02
H -0.01 -0.01 -0.06
H -0.06 -0.03 -0.03
H 0.01 -0.02 -0.01

Number 1: E -372506.7892 eV. Number 2: E -103015.2626 eV.